Entry 1:
Molecular formula: C7H16
Method: DFT, wB97M-V/def2-TZVPD

Last column: Löwdin charge in e.
Atoms and positions in Å:
1 C 2.49071 -0.31047 -0.90083  -0.1152
2 C 1.68859 0.03468 0.34753  -0.2476
3 C 0.29446 -0.61909 0.39762  -0.4275
4 C -0.31470 -0.50643 1.80539  -0.0749
5 C -0.57540 -0.26337 -0.77586  -0.1491
6 C -1.19686 1.88135 -0.35123  -0.0117
7 C -1.93189 -0.89177 -0.82871  -0.1468
8 H 2.67460 -1.39080 -0.95375  0.0736
9 H 3.46515 0.19160 -0.92075  0.0691
10 H 1.93194 -0.02574 -1.79681  0.0643
11 H 2.25587 -0.26977 1.23759  0.1074
12 H 1.57587 1.12572 0.42101  0.1031
13 H 0.43627 -1.69852 0.19075  0.1494
14 H 0.33418 -0.99186 2.54391  0.0765
15 H -0.41840 0.54606 2.09723  0.0751
16 H -1.30275 -0.97613 1.87135  0.0654
17 H -0.58662 0.95697 -1.09701  0.0343
18 H -1.75571 2.39271 -1.14447  0.0476
19 H -1.87066 1.61293 0.46246  0.0381
20 H -0.38246 2.51095 0.01984  0.0392
21 H -2.57000 -0.43771 -1.59429  0.0772
22 H -1.74457 -1.92762 -1.14654  0.0878
23 H -2.49758 -0.94366 0.11557  0.0648

Forces on the atoms, in the same order (eV/Å):
C -0.030 -0.090 -0.165
C 0.003 0.082 0.108
C 0.065 -0.035 0.019
C -0.016 0.021 0.032
C -0.226 0.897 0.070
C -0.029 -0.159 0.230
C -0.091 -0.074 -0.020
H -0.026 0.138 -0.009
H -0.198 -0.047 0.064
H 0.114 -0.050 0.075
H -0.137 0.035 -0.086
H -0.039 -0.144 0.015
H 0.033 0.124 0.074
H -0.101 0.077 -0.112
H 0.027 -0.157 -0.053
H 0.199 0.091 -0.018
H 0.094 -0.205 -0.035
H 0.186 -0.259 0.075
H 0.131 -0.112 -0.162
H -0.099 -0.211 -0.129
H 0.151 -0.057 0.123
H -0.094 0.099 0.047
H 0.081 0.037 -0.141

Calculated values
- 2S+1: 1
- HOMO-LUMO gap: 8.39 eV
- Electronic energy: -7514.7100 eV
- Energy above the lowest of the compared OMol25 structures with the same formula, charge and spin: 96.6 kcal per mole
- Highest occupied orbital energy: -7.5 eV

=====

Entry 2:
Molecular formula: C15H28O4P2PdS2
Method: DFT, wB97M-V/def2-TZVPD

Last column: Löwdin charge in e.
Atoms and positions in Å:
1 Pd 0.37766 -0.20583 0.25690  0.2101
2 C -2.71281 -1.30200 -0.40131  -0.2786
3 P -1.69933 -0.28472 0.78519  0.7002
4 C -2.90403 1.08778 0.95825  -0.2931
5 C -2.01692 -1.30667 2.28727  -0.3691
6 C -2.94938 -0.99153 3.27272  -0.1030
7 C -3.04084 -1.74868 4.43542  -0.1211
8 C -2.19496 -2.82761 4.62591  -0.1215
9 C -1.25258 -3.14061 3.65134  -0.1198
10 C -1.15223 -2.39673 2.48380  -0.3784
11 P 0.15335 -2.68485 1.17328  0.8271
12 C 1.63569 -2.58716 2.26973  -0.3173
13 C 0.11613 -4.58499 1.20510  -0.3338
14 H -3.74914 -1.42834 -0.06817  0.0264
15 H -2.24707 -2.28153 -0.51608  0.0100
16 H -2.70440 -0.81349 -1.37797  0.0258
17 H -3.93188 0.74020 1.10447  0.0236
18 H -2.82108 1.66503 0.03687  0.0217
19 H -2.61360 1.75892 1.76766  0.0433
20 H -3.60616 -0.14017 3.14150  0.0809
21 H -3.76780 -1.48247 5.19557  0.0860
22 H -2.25380 -3.41899 5.53330  0.0841
23 H -0.58042 -3.97501 3.81722  0.0766
24 H 1.80647 -1.54525 2.53175  0.0090
25 H 2.49935 -2.93798 1.70040  0.0239
26 H 1.52552 -3.19162 3.17510  0.0217
27 H 0.16434 -5.05910 2.19277  0.0001
28 H 0.98876 -4.90579 0.63008  0.0130
29 H -0.77775 -4.94653 0.69110  0.0119
30 O -0.35323 0.39876 -2.78561  -0.1288
31 H 0.29571 1.12276 -2.71148  -0.0069
32 H -0.79959 0.52447 -1.93511  -0.0405
33 O -0.70946 2.76443 -0.50615  -0.4567
34 S 0.64808 3.27368 -0.68733  0.1486
35 O 1.20912 2.87462 -1.98247  -0.4389
36 O 0.76372 4.69339 -0.38438  -0.4480
37 S 1.87778 2.36339 0.77132  0.5888
38 C 4.76319 1.54944 -0.29547  -0.1107
39 C 3.82568 0.44616 0.22506  -0.7336
40 C 4.09719 0.24693 1.71753  -0.0965
41 C 4.17103 -0.84918 -0.51738  -0.0960
42 C 2.34652 0.74322 -0.07460  -0.5897
43 H 5.81656 1.26958 -0.16036  0.0611
44 H 4.57968 2.49107 0.22306  0.0465
45 H 4.57863 1.72393 -1.35888  0.0794
46 H 5.17526 0.17304 1.91122  0.0686
47 H 3.62211 -0.66391 2.08006  0.0420
48 H 3.70773 1.08506 2.30042  0.0522
49 H 5.22499 -1.12265 -0.37396  0.0675
50 H 3.98670 -0.73085 -1.58863  0.0775
51 H 3.53522 -1.66465 -0.16557  0.0524
52 H 2.29691 1.05286 -1.12379  0.0023

Forces on the atoms, in the same order (eV/Å):
Pd 0.737 -0.418 0.417
C -0.096 0.051 0.030
P -0.747 -0.286 -0.351
C 0.100 0.074 0.142
C 0.052 0.144 0.172
C -0.034 -0.103 -0.060
C -0.054 0.049 0.031
C 0.018 -0.043 0.023
C -0.057 -0.066 -0.092
C 0.095 0.207 -0.144
P 0.163 -0.421 0.082
C 0.008 0.095 -0.018
C -0.088 0.030 0.030
H 0.009 -0.002 0.013
H 0.034 0.013 0.005
H -0.016 0.010 0.008
H -0.002 -0.007 -0.016
H -0.007 0.024 0.014
H 0.035 -0.012 -0.006
H 0.009 0.006 -0.004
H 0.005 -0.012 0.008
H -0.001 0.008 0.007
H -0.007 0.003 0.017
H -0.046 0.012 0.011
H 0.014 0.010 0.024
H -0.004 -0.024 -0.011
H 0.044 0.029 -0.003
H -0.022 -0.025 -0.015
H 0.003 0.019 -0.009
O 0.028 0.326 -0.100
H 0.005 0.022 -0.101
H 0.029 -0.161 0.113
O -0.035 0.015 -0.005
S -0.066 -0.113 -0.071
O 0.020 0.089 -0.059
O 0.100 0.057 -0.003
S 0.175 0.168 -0.154
C -0.018 0.004 -0.034
C -0.006 -0.112 -0.132
C 0.023 0.018 0.034
C 0.000 -0.028 0.019
C -0.504 0.452 0.251
H -0.001 0.001 -0.003
H -0.012 0.000 0.004
H 0.015 -0.008 0.000
H -0.002 -0.030 -0.009
H -0.027 0.010 -0.006
H 0.019 0.019 -0.016
H -0.002 0.000 0.009
H 0.008 0.007 0.003
H -0.007 0.011 -0.002
H 0.112 -0.111 -0.045

Calculated values
- Net charge: -2
- 2S+1: 1
- HOMO-LUMO gap: 4.22 eV
- Electronic energy: -67927.9470 eV
- Energy above the lowest of the compared OMol25 structures with the same formula, charge and spin: 20.0 kcal per mole
- Highest occupied orbital energy: 0.5 eV